(1)
{"formula": "C36H51As3Ge2I2N2O8S4Tc", "method": "wB97M-V/def2-TZVPD", "elements": ["Tc", "I", "C", "I", "H", "H", "S", "As", "S", "S", "S", "C", "Ge", "C", "C", "Ge", "C", "C", "C", "C", "C", "C", "C", "C", "C", "C", "C", "C", "H", "H", "H", "H", "H", "H", "H", "H", "H", "H", "H", "H", "H", "H", "H", "H", "H", "H", "H", "C", "O", "C", "O", "C", "C", "As", "C", "C", "C", "As", "C", "C", "O", "O", "C", "C", "O", "O", "C", "C", "O", "O", "C", "H", "H", "H", "H", "H", "H", "H", "H", "H", "H", "H", "H", "H", "H", "H", "H", "H", "H", "C", "C", "N", "C", "C", "N", "C", "C", "H", "H", "H", "H", "H", "H", "H", "H", "H", "H", "H", "H"], "coordinates": [[12.46029, 14.81058, 10.68674], [13.06852, 19.10684, 11.95815], [14.32900, 19.98124, 13.52255], [16.28024, 20.32760, 12.87116], [14.42204, 19.34259, 14.38516], [13.85785, 20.89888, 13.72370], [6.03268, 12.02102, 7.65133], [8.21498, 12.03183, 7.80046], [11.26167, 16.80298, 9.80887], [11.01838, 14.91216, 9.05274], [7.17200, 10.79507, 6.35841], [10.84051, 23.69831, 6.11837], [12.00768, 22.93473, 7.51094], [13.51402, 24.06220, 8.13786], [12.79663, 21.23175, 6.78138], [10.47601, 22.40764, 9.42990], [9.08288, 21.12486, 9.54485], [8.32820, 21.03287, 8.35768], [7.20905, 20.23592, 8.32005], [6.69062, 19.63612, 9.48984], [7.44849, 19.65584, 10.60923], [8.63945, 20.39463, 10.66942], [10.63406, 23.47522, 10.96453], [9.45233, 23.65661, 11.70518], [9.44641, 24.42238, 12.85201], [10.62101, 25.03092, 13.28380], [11.84077, 24.90920, 12.55604], [11.81830, 24.09067, 11.45333], [11.55463, 23.70575, 5.25746], [10.41458, 24.70677, 6.18910], [10.15304, 22.89117, 5.85792], [13.07175, 25.03669, 8.36568], [14.24308, 24.11885, 7.32738], [13.95380, 23.63658, 9.04447], [13.53463, 21.50904, 5.92645], [12.10740, 20.65058, 6.14669], [13.34018, 20.62851, 7.50744], [8.68091, 21.52691, 7.42914], [6.49710, 20.11360, 7.48645], [5.78060, 19.09200, 9.42941], [7.11611, 19.11248, 11.51918], [9.30415, 20.44000, 11.52132], [8.55765, 23.13080, 11.34182], [8.51073, 24.63026, 13.33644], [10.72141, 25.66525, 14.17280], [12.66942, 25.53537, 12.83405], [12.69398, 23.97871, 10.84103], [12.96306, 9.67200, 15.61997], [12.48408, 10.75701, 14.73576], [12.37148, 10.54040, 13.46965], [12.52399, 9.51293, 12.87361], [11.96790, 11.82240, 12.77736], [10.79636, 12.48200, 12.88169], [9.19106, 11.27033, 12.47573], [9.58156, 9.58518, 13.38434], [10.19057, 10.84600, 10.67156], [11.38588, 11.21145, 10.22748], [12.79667, 12.33843, 11.07943], [14.45713, 11.26741, 11.04820], [11.95293, 10.74890, 8.92020], [13.03448, 11.09993, 8.53458], [11.17132, 9.92252, 8.24528], [11.82585, 9.27170, 7.12728], [9.17870, 10.03616, 9.92740], [8.21624, 10.61266, 9.31544], [9.13025, 8.76130, 10.06750], [8.19484, 7.91471, 9.29613], [10.39725, 13.80570, 12.24003], [9.29660, 13.96562, 11.77334], [11.26612, 14.86978, 12.45189], [10.37981, 16.13452, 12.71315], [12.91076, 10.13465, 16.55086], [13.99399, 9.33794, 15.34764], [12.32862, 8.84371, 15.61859], [9.90955, 9.72676, 14.43020], [10.35738, 8.96570, 12.88365], [8.67217, 8.98530, 13.38022], [14.16179, 10.24531, 11.10416], [15.11105, 11.61383, 11.85599], [14.92922, 11.39238, 10.05477], [11.63449, 9.84450, 6.20481], [11.32912, 8.31953, 7.11535], [12.85944, 9.19234, 7.40789], [8.74205, 6.99703, 9.11937], [7.89129, 8.49430, 8.40735], [7.32346, 7.71988, 9.91444], [9.63016, 16.24080, 12.01279], [11.08976, 16.93001, 12.88606], [9.91817, 15.84428, 13.68494], [14.83996, 15.66635, 10.72546], [16.31501, 15.80244, 10.44774], [16.57560, 15.83851, 9.01407], [15.61410, 16.74985, 8.38576], [14.14280, 16.22461, 8.45682], [14.09251, 15.13198, 9.49559], [14.97734, 14.01855, 8.88744], [16.32693, 14.53528, 8.42610], [14.37739, 16.62074, 10.96436], [14.76996, 14.92534, 11.50202], [16.93050, 14.97711, 10.81774], [16.69439, 16.74772, 10.92824], [15.92512, 16.86719, 7.35421], [15.76770, 17.70630, 8.88287], [13.81119, 15.76094, 7.51030], [13.48216, 17.08456, 8.65095], [14.41247, 13.56430, 8.05937], [15.06744, 13.27757, 9.68334], [16.33991, 14.66198, 7.33204], [17.13656, 13.85007, 8.68774]], "forces_ev_per_a": [[-0.82, 0.40, -1.50], [0.19, 0.08, 0.45], [0.49, -0.83, -0.66], [0.37, 0.10, -0.22], [-0.52, -0.31, 0.02], [-0.58, 0.99, 0.34], [0.29, 0.26, 0.18], [-0.68, -0.62, 0.48], [-0.09, -1.27, -0.77], [0.72, 1.15, 1.55], [0.29, -0.08, -0.11], [1.27, -0.48, -0.78], [0.58, -0.42, -0.57], [-1.08, -0.26, 0.24], [0.54, 0.81, -2.10], [1.07, 0.24, 0.00], [-1.05, -0.42, -0.28], [0.64, -0.20, -0.87], [-2.38, -0.22, 0.27], [1.15, 0.37, -1.82], [1.01, -0.17, 2.66], [0.48, 0.51, -0.83], [-0.01, 0.17, 1.52], [-0.06, -0.81, -0.57], [0.20, 0.58, 0.15], [1.37, 0.43, -0.16], [-2.02, -0.35, 0.30], [-0.01, 0.04, -1.31], [-0.48, 0.20, 0.45], [-0.03, -0.55, 0.33], [-0.42, 0.43, 0.05], [0.43, 0.01, -0.05], [-0.08, 0.08, 0.14], [0.11, 0.11, -0.27], [-0.79, 0.03, 1.72], [-0.21, -0.08, 0.86], [-0.17, -0.02, -0.03], [-0.36, -0.27, 0.65], [1.05, 0.45, -0.10], [-0.65, -0.29, 0.07], [0.25, 0.47, -0.68], [-0.43, -0.19, 0.46], [0.15, 0.55, 0.42], [-0.15, -0.11, 0.38], [-0.73, -0.28, -0.30], [0.40, -0.27, 0.08], [0.46, 0.06, -0.03], [1.59, 0.54, -1.45], [0.34, -0.17, 1.03], [-0.54, 0.17, -0.62], [0.49, -0.36, -0.45], [-0.06, 1.84, -0.25], [-0.65, -0.49, -0.68], [0.50, 0.20, 0.37], [0.93, -0.96, -0.09], [-0.69, -0.42, 0.87], [0.28, -0.20, -0.81], [0.42, -1.61, 0.76], [0.08, 1.18, -1.19], [-0.90, -0.28, -0.23], [0.66, 0.72, 0.15], [-0.24, 0.51, 0.53], [-0.68, 0.13, -0.19], [-1.20, -0.06, -1.11], [1.00, 0.21, -0.19], [0.94, 0.39, 0.62], [-0.38, 0.85, -0.22], [-0.86, -2.00, 0.72], [0.99, 0.30, 0.07], [-1.07, 1.36, -0.38], [1.57, -1.55, 3.42], [0.28, 0.62, 1.59], [-0.86, 0.55, 0.12], [-1.21, -1.23, -0.40], [-0.33, 0.18, -0.45], [-0.54, 0.58, 0.26], [-0.19, 0.26, 0.11], [-0.15, -0.77, 0.50], [-0.21, -0.25, -0.08], [-0.19, -0.01, 0.73], [0.33, -0.28, 0.43], [0.06, -0.48, -0.43], [0.45, -0.21, -0.52], [0.04, 0.09, -0.20], [0.24, -0.67, 0.28], [0.03, 0.05, 0.12], [-1.02, 0.29, -1.70], [0.01, 0.17, -0.37], [0.28, 0.42, -0.64], [-1.18, -0.22, -1.01], [2.27, 0.98, -0.31], [-0.93, 0.39, -0.09], [0.72, 0.01, 0.07], [0.18, 0.34, -0.28], [2.18, 0.54, -0.43], [-1.58, -0.67, 0.55], [0.60, 0.30, -0.45], [0.01, 0.17, 0.28], [-0.49, -0.53, 0.96], [-0.35, 0.06, 0.36], [-0.35, -0.90, -0.45], [-0.16, 0.14, -0.23], [-0.46, 0.19, -0.03], [0.17, 0.19, 0.38], [0.13, -0.63, 0.24], [0.03, 0.12, 0.37], [0.11, 0.15, -0.17], [0.07, -0.13, 0.38], [-0.18, -0.09, 0.02]], "lowdin_spin": [0.80, 0.00, 0.00, 0.00, 0.00, 0.00, 0.00, 0.00, 0.13, 0.00, 0.00, 0.00, 0.00, 0.00, 0.00, 0.00, 0.00, 0.00, 0.00, 0.00, 0.00, 0.00, 0.00, 0.00, 0.00, 0.00, 0.00, 0.00, 0.00, 0.00, 0.00, 0.00, 0.00, 0.00, 0.00, 0.00, 0.00, 0.00, 0.00, 0.00, 0.00, 0.00, 0.00, 0.00, 0.00, 0.00, 0.00, 0.00, 0.00, 0.00, 0.00, 0.02, 0.00, 0.00, 0.00, 0.00, 0.00, 0.02, 0.00, 0.00, 0.00, 0.00, 0.00, 0.00, 0.00, 0.00, 0.00, 0.00, 0.00, 0.00, 0.01, 0.00, 0.00, 0.00, 0.00, 0.00, 0.00, 0.00, 0.00, 0.00, 0.00, 0.00, 0.00, 0.00, 0.00, 0.00, 0.00, 0.00, 0.00, 0.01, 0.00, 0.00, 0.00, 0.00, -0.01, 0.00, 0.00, 0.01, 0.00, 0.00, 0.00, 0.00, 0.00, 0.00, 0.00, 0.00, 0.00, 0.00, 0.00], "charge": 4, "homo_ev": [-16.78, -16.78], "energy_ev": -414765.0335, "s_squared": 0.834, "orbital_gap_ha": [0.167, 0.168], "spin_multiplicity": 2}

=====

(2)
{"formula": "C36H53BaN8O2PSe", "method": "wB97M-V/def2-TZVPD", "elements": ["Ba", "C", "C", "C", "C", "C", "C", "C", "C", "C", "C", "N", "C", "C", "C", "C", "C", "N", "H", "H", "H", "H", "H", "H", "H", "H", "H", "H", "H", "H", "H", "H", "H", "H", "H", "C", "C", "C", "C", "O", "H", "H", "H", "H", "H", "H", "H", "H", "H", "O", "P", "N", "C", "C", "C", "C", "N", "C", "C", "C", "C", "N", "C", "C", "C", "C", "H", "H", "H", "H", "H", "H", "H", "H", "H", "H", "H", "H", "H", "H", "H", "H", "H", "H", "H", "H", "H", "H", "H", "H", "Se", "N", "C", "C", "C", "C", "N", "C", "N", "H", "H", "H"], "coordinates": [[0.33394, 0.16173, -0.87352], [-0.97954, -2.67450, 6.41611], [-1.13731, -1.16127, 6.48091], [0.10920, -0.43858, 6.05962], [0.98065, 0.04422, 7.02249], [2.12640, 0.73187, 6.66846], [2.41123, 0.92136, 5.33095], [1.59291, 0.41414, 4.32209], [2.06228, 0.62318, 2.89944], [2.99536, -0.50720, 2.45408], [0.41871, -0.27441, 4.69473], [-0.60028, -0.71070, 3.83362], [-0.40794, -1.13166, 2.64546], [-1.50022, -1.52240, 1.78059], [-2.78889, -1.91997, 2.11935], [-3.40388, -2.29478, 0.91380], [-2.45136, -2.10730, -0.08087], [-1.28361, -1.64957, 0.43002], [-1.87793, -3.18220, 6.76396], [-0.14331, -3.01054, 7.02825], [-0.79529, -2.99114, 5.39029], [-1.39226, -0.84931, 7.49760], [-1.95614, -0.86143, 5.82754], [0.73065, -0.10142, 8.06521], [2.78541, 1.12815, 7.42835], [3.29957, 1.46668, 5.03782], [2.61274, 1.56821, 2.85503], [1.21671, 0.74542, 2.22480], [3.93977, -0.44178, 2.99229], [3.21144, -0.47997, 1.38094], [2.57776, -1.49186, 2.67819], [0.59391, -1.23737, 2.21720], [-3.20150, -1.94944, 3.11121], [-4.40036, -2.67901, 0.77996], [-2.55148, -2.31180, -1.13764], [-2.55369, 1.25369, -3.39604], [-1.10757, 1.64688, -3.71768], [-0.90431, 3.13563, -3.41213], [-0.82842, 1.36585, -5.20054], [-0.24556, 0.90267, -2.92052], [-3.27130, 1.77729, -4.02893], [-2.79906, 1.49034, -2.35276], [-2.69569, 0.18171, -3.53601], [-1.55084, 3.77687, -4.01377], [0.12959, 3.41827, -3.60594], [-1.11656, 3.33850, -2.36242], [-1.63983, 1.69983, -5.84747], [-0.69414, 0.29578, -5.34510], [0.07942, 1.87028, -5.53146], [2.66979, -0.61484, -0.99919], [3.84525, 0.01514, -1.70207], [3.78126, 1.64601, -1.39028], [3.39122, 2.09854, -0.03878], [4.49473, 3.05919, 0.42897], [5.64012, 2.82248, -0.54789], [4.89524, 2.49285, -1.83017], [5.19773, -0.76139, -1.17428], [6.45322, -0.84733, -1.91384], [6.75337, -2.33955, -1.92793], [6.30824, -2.77471, -0.53538], [5.11145, -1.87221, -0.20879], [3.87920, -0.05599, -3.34618], [3.75046, -1.39371, -3.94860], [2.59989, -1.24742, -4.92680], [2.83505, 0.15464, -5.45904], [3.15790, 0.93148, -4.19156], [3.29724, 1.23874, 0.63060], [2.42265, 2.60487, -0.08106], [4.77298, 2.87861, 1.46559], [4.14615, 4.09100, 0.35960], [6.23864, 1.96173, -0.24250], [6.30199, 3.68365, -0.64605], [5.49394, 1.97555, -2.58186], [4.49318, 3.40037, -2.29486], [7.24505, -0.29944, -1.38493], [6.33695, -0.40510, -2.90373], [7.80189, -2.55852, -2.12380], [6.15503, -2.82697, -2.70064], [7.11325, -2.60635, 0.18089], [6.04044, -3.82822, -0.48109], [5.16817, -1.49698, 0.82160], [4.15150, -2.37682, -0.32086], [3.57578, -2.14451, -3.17354], [4.67806, -1.65481, -4.47220], [1.64479, -1.28180, -4.39644], [2.60496, -2.02111, -5.69518], [1.98091, 0.57067, -5.98162], [3.68996, 0.16020, -6.13800], [2.23907, 1.25976, -3.69897], [3.79638, 1.79619, -4.38087], [-2.62438, 1.14972, 0.77300], [-3.32681, 2.79233, 0.87350], [-2.34307, 3.64801, 0.82506], [-2.49941, 5.07710, 0.90250], [-1.38392, 5.82694, 0.78409], [-0.10138, 5.18207, 0.58444], [0.10162, 3.91003, 0.52178], [-1.02059, 3.12153, 0.65750], [-0.92153, 1.82227, 0.62216], [-3.47951, 5.50564, 1.04414], [-1.41090, 6.90524, 0.82963], [0.76478, 5.82591, 0.47418]], "forces_ev_per_a": [[0.27, -1.11, 0.08], [-0.01, -0.11, -0.05], [-0.13, 0.14, 0.05], [0.29, 0.07, 0.06], [-0.14, -0.05, 0.02], [0.12, 0.07, 0.03], [-0.02, -0.14, -0.14], [-0.05, 0.04, 0.10], [0.05, 0.04, 0.22], [0.00, -0.13, -0.16], [-0.14, 0.05, -0.03], [0.08, 0.10, -0.24], [-0.14, 0.09, 0.04], [0.37, -0.13, 0.09], [-0.25, 0.01, -0.19], [-0.06, 0.06, 0.26], [0.18, 0.06, -0.10], [-0.06, 0.06, -0.23], [-0.08, -0.02, 0.03], [0.07, -0.01, 0.05], [0.02, -0.01, -0.06], [0.02, -0.06, -0.01], [-0.03, 0.01, 0.00], [0.02, 0.01, 0.09], [0.03, 0.03, 0.04], [0.08, 0.06, 0.02], [-0.04, -0.01, 0.04], [-0.12, -0.04, -0.08], [0.09, 0.02, 0.09], [-0.10, -0.07, 0.20], [-0.01, 0.06, -0.01], [-0.09, -0.08, -0.06], [-0.05, 0.01, 0.14], [-0.10, -0.03, 0.00], [-0.01, 0.05, -0.05], [-0.13, 0.09, 0.08], [-0.03, -0.08, 0.03], [-0.11, 0.03, -0.20], [-0.03, 0.11, -0.01], [-0.10, 0.32, -0.74], [-0.06, 0.06, -0.05], [0.10, -0.02, -0.09], [0.05, -0.06, -0.03], [-0.06, 0.03, -0.07], [0.13, -0.02, -0.02], [-0.04, -0.04, 0.14], [-0.08, 0.07, -0.03], [-0.04, -0.13, 0.02], [0.14, 0.03, 0.05], [1.12, -0.12, -0.29], [-0.61, 0.06, 0.23], [0.36, -0.22, -0.22], [-0.33, -0.25, 0.17], [-0.06, 0.09, 0.11], [0.17, 0.10, -0.04], [0.02, 0.02, -0.34], [-0.10, -0.03, -0.18], [0.15, 0.23, -0.06], [0.09, -0.02, -0.10], [0.01, -0.08, 0.07], [-0.10, 0.06, 0.41], [-0.01, 0.25, 0.20], [0.29, -0.31, 0.18], [-0.08, -0.21, -0.10], [0.02, 0.09, -0.05], [0.05, 0.21, 0.15], [0.03, 0.27, -0.16], [0.01, 0.01, 0.07], [0.01, 0.00, 0.03], [0.01, 0.00, -0.02], [0.00, -0.03, 0.01], [-0.01, -0.03, 0.00], [0.05, 0.04, 0.04], [0.05, 0.00, 0.02], [-0.02, -0.05, -0.06], [0.04, -0.05, 0.01], [0.02, 0.01, -0.02], [-0.03, 0.00, 0.02], [0.02, 0.02, 0.00], [0.01, -0.02, -0.02], [-0.01, -0.12, -0.20], [0.08, -0.03, 0.02], [-0.03, -0.03, -0.09], [-0.06, -0.04, 0.00], [0.00, -0.01, 0.01], [-0.01, 0.03, 0.02], [-0.11, 0.05, -0.04], [0.04, -0.01, -0.04], [-0.02, 0.04, -0.06], [-0.07, 0.01, 0.01], [0.56, 0.77, 0.20], [-0.13, -0.98, 0.03], [0.00, 1.02, -0.08], [0.15, -0.24, -0.05], [0.33, -0.25, -0.04], [-0.37, 0.51, 0.05], [-0.05, -0.29, 0.02], [0.27, 0.45, 0.03], [-1.55, -0.36, 0.78], [-0.10, -0.01, 0.01], [-0.03, 0.05, 0.00], [0.09, -0.03, -0.01]], "mulliken_charge": [1.57, -1.04, -0.88, 1.13, -0.66, -1.04, -0.89, 0.25, 0.10, -1.05, 0.10, -0.25, -0.12, -0.86, -0.27, -0.83, -0.70, -0.31, 0.35, 0.32, 0.25, 0.48, 0.25, 0.39, 0.39, 0.43, 0.65, -0.18, 0.45, 0.03, 0.60, 0.52, 0.57, 0.47, 0.47, -1.51, 1.60, -1.41, -1.74, -0.47, 0.42, 0.17, 0.34, 0.41, 0.31, 0.09, 0.47, 0.37, 0.27, -1.08, -1.08, 0.35, 2.07, -0.67, -0.61, -0.85, 0.81, -0.74, -0.69, -0.71, -0.36, 0.67, -0.58, -0.55, -0.69, -0.38, -1.61, -0.24, 0.37, 0.43, 0.11, 0.49, 0.39, 0.42, 0.39, 0.43, 0.45, 0.17, 0.35, 0.37, -0.04, 0.39, 0.47, 0.18, 0.12, 0.44, 0.33, 0.36, 0.23, 0.14, 0.47, -0.86, 0.64, -0.52, -0.63, -0.27, -0.09, 0.01, -0.03, 0.49, 0.39, 0.41], "charge": 0, "e_above_lowest_kcal_mol": 11.2, "homo_ev": -6.79, "energy_ev": -129540.6997, "orbital_gap_ha": 0.207}

=====

Among the records above, which one has the highest charge? C36H51As3Ge2I2N2O8S4Tc